Entry 1:
A molecular structure, C50H26ClCrF18GeN7O3S3 at a distorted geometry, computed with ωB97M-V with the def2-TZVPD basis set.

Geometry as XYZ:
```
110
Properties=species:S:1:pos:R:3:forces:R:3
Cr -0.223700 -0.168600 -0.105700 0.826 0.368 -0.789
C -3.890000 -1.050400 -1.974500 0.315 0.059 -0.173
C -4.677800 -1.706800 -1.026400 0.260 -0.079 0.404
C -4.123700 -1.947300 0.197100 -0.365 -0.019 -0.524
C -2.815100 -1.497000 0.496800 0.379 -0.142 1.003
N -2.047700 -0.877400 -0.441500 -0.456 -0.549 0.483
C -2.615500 -0.676500 -1.632600 -0.602 0.070 -1.275
N -2.440700 -1.698500 1.759700 -0.995 -0.623 -0.114
C -1.375000 -1.215100 2.333700 0.652 0.495 -0.201
N -0.374300 -0.471100 1.775900 -1.224 -0.664 0.189
C 0.463500 -0.055300 2.780700 1.201 0.422 0.994
N 1.413200 0.846500 2.697900 -0.334 -0.166 0.339
C 1.899400 1.433100 1.645200 -0.150 0.194 0.551
C 2.685900 2.591800 1.851700 0.259 0.375 -0.661
C 3.024100 3.402200 0.811000 0.323 0.065 0.727
C 2.487500 3.087000 -0.468400 -0.119 -0.729 -0.106
C 1.880400 1.908500 -0.683200 0.076 1.384 -0.897
N 1.830200 0.863700 0.290300 -0.297 -0.702 0.055
C 0.016200 -0.590200 4.038400 -0.474 -0.032 -0.765
C 0.460000 -0.449100 5.348400 0.006 0.028 0.266
C -0.298800 -1.015900 6.352500 0.347 0.238 -0.073
C -1.476700 -1.711400 6.072200 -0.350 -0.256 -0.008
C -1.918300 -1.872500 4.774100 0.002 -0.071 0.131
C -1.156800 -1.319800 3.757100 0.581 0.314 -0.078
H -4.273700 -0.818100 -2.953500 0.051 0.076 -0.163
H -5.694600 -1.996100 -1.245700 -0.101 -0.070 -0.037
H -4.661400 -2.436600 0.994200 0.026 0.019 0.068
H -2.006300 -0.176500 -2.368800 -0.031 0.032 0.144
H 2.918700 2.845000 2.874600 0.035 -0.070 0.104
H 3.605100 4.298900 0.955100 -0.007 0.143 0.084
H 2.542200 3.810500 -1.265800 -0.117 0.064 -0.203
H 1.421300 1.687300 -1.632300 -0.045 0.046 0.100
H 1.353200 0.115200 5.564400 0.124 0.075 0.036
H 0.007000 -0.900400 7.383100 0.059 0.003 0.085
H -2.053500 -2.112700 6.892900 -0.074 -0.075 0.060
H -2.837100 -2.388600 4.547100 -0.147 -0.093 -0.039
C 1.809300 -6.940500 -1.642500 -0.041 -0.012 -0.022
C 0.805900 -6.067500 -0.972400 0.047 0.533 0.059
C -0.339800 -6.470100 -0.343300 -0.134 0.157 0.113
C -1.156100 -5.483000 0.272900 0.463 0.256 -0.190
N -0.824800 -4.201700 0.266400 -1.094 -0.641 0.362
C 0.285900 -3.814500 -0.317000 1.078 0.773 -0.519
S 0.932900 -2.262100 -0.272600 0.142 -0.480 -0.126
N 1.084500 -4.737100 -0.982100 -0.692 -0.354 0.497
C -2.402100 -5.834800 1.012700 0.038 -0.102 -0.006
H 1.549100 -7.989600 -1.542000 -0.013 -0.027 0.003
H 2.788700 -6.765100 -1.196000 0.045 -0.067 -0.001
H 1.875600 -6.685900 -2.700900 -0.006 -0.016 -0.051
H -0.614900 -7.511900 -0.293300 0.068 -0.055 -0.060
H 1.938600 -4.378700 -1.388500 0.048 0.030 -0.074
H -2.476900 -6.907200 1.182600 -0.044 -0.006 0.008
H -3.276000 -5.494900 0.456400 0.001 0.039 -0.070
H -2.402600 -5.296600 1.958800 -0.031 0.022 0.032
Cl 3.930600 -2.957200 0.242800 0.327 -0.386 0.284
C 3.956900 -1.912400 -1.140400 0.038 0.301 -0.259
C 4.426900 -2.462000 -2.322900 0.035 -0.056 0.017
C 4.608200 -1.658800 -3.431200 -0.064 -0.004 0.041
C 4.327500 -0.308800 -3.337500 0.062 -0.009 -0.022
C 3.821000 0.217000 -2.167100 0.094 -0.035 -0.122
C 3.575900 -0.573300 -1.047200 0.039 -0.067 0.058
C 3.093700 0.025500 0.248700 0.459 -0.256 0.279
H 4.661200 -3.515900 -2.360500 0.088 -0.075 0.025
H 4.950700 -2.085800 -4.359200 0.111 -0.081 -0.124
H 4.502700 0.342300 -4.178600 -0.004 0.108 -0.172
H 3.605700 1.269600 -2.117300 0.012 0.096 0.049
H 3.909400 0.676700 0.607900 -0.306 -0.123 -0.010
H 2.943500 -0.770200 0.984900 0.056 0.266 -0.069
F -0.801200 3.342600 1.823400 -0.016 0.129 -0.187
C -1.979300 2.804100 1.494900 0.188 -0.312 -0.040
F -2.076500 1.635500 2.139600 -0.210 0.056 0.194
F -2.939500 3.607700 1.960400 -0.111 0.057 -0.302
S -2.090800 2.433900 -0.333200 -1.049 1.206 1.511
O -2.062000 3.702700 -0.985200 0.215 0.167 -0.244
O -3.279500 1.643300 -0.439100 -0.075 0.046 -0.120
O -0.827300 1.691400 -0.468700 0.612 -0.754 -0.153
F -2.223400 1.995300 -3.329200 -0.298 0.236 -0.199
C -2.424500 1.926800 -4.645900 0.105 -0.130 -0.126
C -1.552200 1.158100 -5.393300 0.338 -0.261 0.526
C -1.758700 1.083700 -6.757300 -0.041 0.142 0.170
F -0.912100 0.345900 -7.495000 -0.148 0.038 -0.223
C -2.811100 1.738800 -7.379600 0.053 0.003 0.033
F -3.003500 1.645400 -8.703500 0.035 0.012 0.155
C -3.679000 2.504900 -6.608500 0.137 -0.119 0.110
F -4.701900 3.141400 -7.192400 0.228 -0.129 0.135
C -3.489500 2.604100 -5.233200 -0.028 -0.015 -0.015
F -4.340200 3.336100 -4.512500 0.122 -0.073 -0.030
Ge 0.014300 0.160900 -4.571200 -0.208 -0.051 -1.063
S 0.514000 -0.356200 -2.559100 -0.025 0.062 -0.365
C 1.481700 1.090100 -5.606000 0.071 -0.113 0.450
C 1.642600 2.430400 -5.292600 -0.197 -0.246 -0.041
F 0.720100 2.982800 -4.484400 0.348 0.254 0.003
C 2.676000 3.206400 -5.788700 0.167 0.103 -0.088
F 2.781300 4.508300 -5.489600 0.003 -0.260 -0.031
C 3.619000 2.609200 -6.623400 -0.164 -0.061 0.087
F 4.638500 3.329300 -7.110900 -0.281 -0.207 0.123
C 3.481700 1.267700 -6.965200 0.046 0.064 -0.049
F 4.380000 0.695900 -7.781700 -0.125 0.109 0.086
C 2.410500 0.534600 -6.470100 -0.257 0.254 0.131
F 2.268500 -0.730100 -6.879800 0.241 0.043 -0.204
C -0.126200 -1.709700 -5.291600 -0.062 -0.016 0.233
C -1.312100 -2.322700 -5.648900 0.217 0.243 -0.055
F -2.412700 -1.564300 -5.803900 -0.062 -0.413 -0.089
C -1.415400 -3.693700 -5.844300 -0.013 -0.151 0.004
F -2.570800 -4.252100 -6.235900 0.163 0.069 0.090
C -0.307600 -4.498900 -5.608900 -0.049 0.192 0.066
F -0.392000 -5.830300 -5.756000 0.017 0.277 0.026
C 0.887000 -3.916700 -5.197900 -0.102 -0.008 -0.010
F 1.945400 -4.695200 -4.911200 -0.053 -0.002 -0.064
C 0.959700 -2.541900 -5.064100 -0.209 0.125 -0.142
F 2.114700 -1.993200 -4.679300 0.018 -0.427 0.064
```
Positions in Å, forces in eV/Å.

Charge: -1
Maximum force in Eh/bohr: 0.04276
Molar mass in g mol⁻¹: 1371.03
2S+1: 4
Highest occupied orbital energy (spin up / spin down) in eV: -2.8 / -2.9
Electronic energy in eV: -247727.4976
HOMO-LUMO gap (spin up / spin down) in eV: 3.95 / 4.06

Results of the Mulliken charge analysis, in e, for atoms 1 through 99:
1. Cr 0.389
2. C -0.892
3. C -1.079
4. C -0.708
5. C -0.291
6. N 1.598
7. C -0.848
8. N -0.275
9. C -0.380
10. N 1.485
11. C -1.652
12. N -0.213
13. C 0.101
14. C -0.968
15. C -1.209
16. C -0.889
17. C -1.191
18. N 1.681
19. C 0.373
20. C -0.513
21. C -0.555
22. C -0.691
23. C -0.584
24. C 0.147
25. H 0.624
26. H 0.397
27. H 0.588
28. H 0.109
29. H 0.527
30. H 0.409
31. H 0.584
32. H 0.837
33. H 0.510
34. H 0.403
35. H 0.411
36. H 0.528
37. C -1.433
38. C 1.108
39. C -1.268
40. C 0.898
41. N 0.128
42. C -0.776
43. S 0.622
44. N 0.467
45. C -1.252
46. H 0.382
47. H 0.352
48. H 0.283
49. H 0.430
50. H -0.204
51. H 0.423
52. H 0.231
53. H 0.293
54. Cl -0.103
55. C 0.946
56. C -0.927
57. C -0.752
58. C -0.332
59. C -0.196
60. C -0.112
61. C -1.922
62. H 0.498
63. H 0.401
64. H 0.554
65. H 0.401
66. H 0.616
67. H 0.720
68. F -0.247
69. C 0.552
70. F -0.211
71. F -0.277
72. S 1.333
73. O -0.705
74. O -0.675
75. O -0.660
76. F 0.470
77. C -0.576
78. C 0.183
79. C 0.741
80. F -0.358
81. C 0.179
82. F -0.326
83. C 0.519
84. F -0.317
85. C -0.192
86. F -0.283
87. Ge 1.403
88. S 0.647
89. C -0.382
90. C -0.004
91. F -0.410
92. C 0.096
93. F -0.329
94. C 0.739
95. F -0.332
96. C 0.252
97. F -0.345
98. C 0.530
99. F -0.377

Entry 2:
A molecular structure, C50H31Cl4N8NbOS5 at a distorted geometry, computed with ωB97M-V with the def2-TZVPD basis set.

Geometry as XYZ:
```
100
Properties=species:S:1:pos:R:3:forces:R:3
Nb -0.147874 0.261249 -0.140467 0.259 -0.610 -1.191
Cl 0.467194 -9.140138 2.963287 -0.094 -1.097 0.288
C 0.431950 -7.622891 2.242815 0.022 2.762 -1.522
C -0.726731 -7.052797 1.671617 0.142 -0.496 0.918
C -0.767538 -5.720058 1.264452 0.260 0.160 0.066
C 0.386157 -4.930251 1.243599 0.904 0.295 0.289
C 1.582040 -5.527839 1.737773 -1.111 0.127 -0.668
C 1.596069 -6.819813 2.201289 0.457 -1.267 0.625
C 0.451485 -3.510836 0.722375 -1.292 0.215 -0.669
C -0.232886 -3.179929 -0.474928 -0.003 0.459 -0.543
C -0.898406 -4.138128 -1.339723 0.203 1.394 -1.138
C -1.310015 -3.446976 -2.465804 0.003 -0.612 0.645
C -1.014459 -2.048253 -2.261998 -0.276 -0.953 1.489
C -1.429553 -1.037323 -3.143430 1.033 -0.062 0.692
C -2.699857 -1.073107 -3.845854 -0.857 -0.265 -0.453
C -3.042563 -0.158521 -4.871413 -0.100 -0.982 0.166
C -4.228147 -0.300789 -5.571645 -0.453 0.303 -0.128
C -5.237268 -1.180709 -5.144325 1.726 -0.012 0.104
Cl -6.764584 -1.162225 -5.880075 -0.690 -0.101 -0.431
C -4.936320 -2.066072 -4.114035 -0.181 0.614 -0.103
C -3.720016 -1.987333 -3.473044 0.639 0.044 0.065
C -0.460372 -0.043720 -3.383155 1.726 1.314 0.614
N 0.385681 0.547302 -2.419800 -1.123 -0.349 -0.236
C 1.180187 1.479805 -3.104573 -0.864 -0.087 -0.152
C 2.185583 2.271258 -2.514235 -0.815 0.303 -0.722
C 2.907480 3.244084 -3.402232 0.322 0.051 -0.369
C 2.261309 4.127341 -4.311331 0.936 0.018 1.041
C 3.020173 4.974820 -5.105527 0.813 0.660 -1.341
C 4.450576 4.953986 -5.074581 -1.285 -0.549 0.579
Cl 5.439165 5.960978 -6.104090 -0.506 -0.140 0.222
C 5.077436 4.077128 -4.197950 0.142 0.358 -0.010
C 4.311156 3.225833 -3.397007 0.232 -0.508 -0.104
C 2.534261 2.204808 -1.166892 -0.121 -1.237 0.890
C 3.522189 3.001063 -0.502006 -0.112 -0.778 1.109
C 3.629677 2.486866 0.786644 0.113 1.261 -1.200
C 2.672913 1.450320 0.919939 -0.754 0.222 -0.614
N 2.024208 1.237611 -0.265154 -0.086 0.293 -0.025
C 2.395089 0.771453 2.131718 -0.176 0.052 0.308
C 2.067847 -0.595186 2.097492 -0.038 -0.696 -0.129
C 2.440344 -1.577351 3.085079 -1.136 -1.383 -0.488
C 1.744804 -2.740556 2.738182 0.843 1.074 -0.276
C 1.129134 -2.531806 1.443638 0.680 1.644 1.116
N 1.334953 -1.176359 1.092447 -1.106 -0.071 -0.288
C 2.405987 1.499937 3.416906 0.079 0.532 0.205
C 2.648656 2.900288 3.506642 0.902 0.007 -0.623
C 2.814982 3.532022 4.724228 -0.683 0.744 0.532
C 2.493870 2.857813 5.902595 0.328 -0.472 -0.535
Cl 2.285452 3.688741 7.394182 0.357 0.202 0.212
C 2.196814 1.501431 5.850879 -0.711 -0.358 0.513
C 2.037701 0.868768 4.629133 0.563 0.378 -0.347
C 0.807642 1.474376 -4.517770 -0.299 -1.696 0.943
C -0.074368 0.403724 -4.683071 0.315 1.715 -0.006
N -0.313892 -1.894325 -1.073957 -0.132 -0.254 0.027
H -1.659663 -7.610829 1.631736 0.227 -0.061 0.178
H -1.747274 -5.297156 1.036269 0.383 -0.050 -0.238
H 2.510056 -4.985285 1.766526 0.092 0.175 -0.273
H 2.571685 -7.238203 2.533700 -0.937 0.244 -0.088
H -1.009609 -5.190886 -1.170936 0.306 -0.163 -0.036
H -1.657155 -3.863420 -3.425673 -0.059 0.268 0.841
H -2.384579 0.638645 -5.161970 0.199 0.008 -0.052
H -4.345792 0.299925 -6.477885 -0.366 -0.020 0.495
H -5.645936 -2.789547 -3.757294 -0.357 -0.054 -0.032
H -3.599954 -2.662173 -2.634626 0.303 0.139 -0.049
H 1.182691 4.212491 -4.296710 0.014 -0.051 -0.122
H 2.530884 5.644999 -5.855806 0.415 -0.593 0.915
H 6.172424 4.100794 -4.118985 -0.544 -0.255 -0.121
H 4.852082 2.449797 -2.820720 -0.513 0.707 -0.187
H 4.036630 3.848720 -0.937475 0.052 -0.303 0.151
H 4.293707 2.818623 1.569362 0.058 -0.083 -0.203
H 3.214315 -1.460332 3.844936 -0.641 0.059 -0.089
H 1.633581 -3.670850 3.276925 0.459 0.209 0.046
H 2.775976 3.561045 2.624049 -0.199 -0.887 0.680
H 3.076990 4.603000 4.760483 -0.350 -0.650 -0.024
H 1.991834 0.930905 6.776509 -0.088 0.597 -0.618
H 1.560666 -0.095662 4.605940 0.266 -0.205 0.062
H 1.141942 2.172481 -5.267443 0.416 -0.447 -0.080
H -0.375326 -0.066282 -5.622878 -0.133 0.485 0.434
S -0.775944 6.678885 4.031902 -0.042 0.542 0.405
C -0.797298 5.382559 3.064166 -0.059 -0.823 -0.392
S -0.911508 3.742499 3.669681 0.023 0.350 0.757
C -0.761618 2.867472 2.183770 0.381 1.570 -1.359
C -0.663625 3.681064 1.085370 0.101 -1.051 -0.280
S -0.474194 2.991039 -0.531296 -0.133 -0.355 0.575
S -0.702928 5.455819 1.326323 0.057 -1.436 0.236
S -0.702473 1.128015 2.173378 0.194 0.330 -0.367
N -5.361748 -1.205809 4.430411 -0.085 0.371 0.325
C -4.275796 -0.814760 3.743646 0.786 -0.365 -0.801
N -3.826428 0.438703 3.948303 0.237 0.601 0.147
N -3.734465 -1.695990 2.890440 -3.134 0.095 2.583
C -2.689710 -1.496277 2.223012 5.222 1.209 -3.731
N -1.723002 -1.352139 1.533438 -2.602 -0.667 2.003
H -5.674234 -0.626801 5.208038 -0.035 -0.654 -0.470
H -5.649315 -2.166830 4.322663 -0.020 0.228 0.194
H -4.292429 1.096608 4.602167 0.652 -0.909 -0.914
H -2.979112 0.752631 3.448266 -0.596 -0.183 0.372
C -3.347804 0.489052 -0.380636 0.641 0.605 -0.686
O -1.939711 0.310205 -0.623486 -0.484 0.030 0.290
H -3.807723 0.868753 -1.310737 0.247 -0.203 0.295
H -3.544247 1.258926 0.401023 0.491 -0.605 -0.264
H -3.800176 -0.474136 -0.134711 0.161 0.087 0.144
```
Positions in Å, forces in eV/Å.

Maximum force in Eh/bohr: 0.12700
Molar mass in g mol⁻¹: 1154.91
Highest occupied orbital energy (spin up / spin down) in eV: -6.6 / -6.6
Electronic energy in eV: -172138.5704
HOMO-LUMO gap (spin up / spin down) in eV: 4.65 / 4.66

Results of the Mulliken charge analysis, in e, for atoms 1 through 99:
1. Nb -1.222
2. Cl -0.209
3. C 0.196
4. C -0.763
5. C -0.399
6. C -0.092
7. C -0.640
8. C -0.694
9. C 0.862
10. C 0.452
11. C -1.059
12. C -2.016
13. C 0.145
14. C 1.001
15. C 0.917
16. C -0.624
17. C -1.045
18. C 0.337
19. Cl -0.206
20. C -1.019
21. C -0.412
22. C 0.205
23. N 0.865
24. C 0.307
25. C 1.129
26. C -0.561
27. C -0.520
28. C -0.784
29. C 0.285
30. Cl -0.214
31. C -0.909
32. C -0.198
33. C 0.704
34. C -0.834
35. C -2.045
36. C 0.047
37. N 0.121
38. C 0.764
39. C 0.366
40. C -2.085
41. C -0.808
42. C 0.255
43. N 0.338
44. C 0.715
45. C 0.230
46. C -1.384
47. C 0.450
48. Cl -0.232
49. C -1.294
50. C -0.464
51. C -0.837
52. C -2.326
53. N 0.837
54. H 0.379
55. H 0.613
56. H 0.653
57. H 0.318
58. H 0.692
59. H 0.600
60. H 0.629
61. H 0.383
62. H 0.426
63. H 0.473
64. H 0.657
65. H 0.329
66. H 0.374
67. H 0.465
68. H 0.705
69. H 0.974
70. H 0.745
71. H 0.848
72. H 0.690
73. H 0.370
74. H 0.357
75. H 0.697
76. H 0.626
77. H 0.783
78. S -0.232
79. C 0.112
80. S -0.015
81. C 0.025
82. C 0.447
83. S -0.137
84. S -0.104
85. S -0.340
86. N -0.388
87. C 0.525
88. N -0.274
89. N -0.762
90. C 0.581
91. N 0.094
92. H 0.208
93. H 0.257
94. H 0.220
95. H 0.045
96. C -0.854
97. O 0.420
98. H 0.236
99. H 0.170